53
Properties=species:S:1:pos:R:3:mulliken_charge:R:1 method="wB97M-V/def2-TZVPD" gap_ha=0.2410 total_charge=-1 homo_energy_ev=-4.3 lumo_energy_ev=2.28 energy_ev=-63700.901
Na 0.75155 -0.65184 0.79651 0.890
O 2.95051 3.01885 1.48521 -0.721
C 3.85840 2.89118 0.49865 0.198
C 5.00945 3.68303 0.54991 -0.698
C 5.97145 3.57997 -0.43319 -0.248
C 5.80612 2.68524 -1.48828 -0.752
C 4.66557 1.90600 -1.53736 -0.218
C 3.67646 1.99067 -0.55726 0.142
C 2.43686 1.15128 -0.60088 0.858
O 1.58718 1.31261 0.33239 -0.853
N 2.34223 0.33516 -1.63044 -0.817
N 1.22018 -0.46901 -1.54264 0.132
C 0.79356 -0.89950 -2.66162 -0.787
C -0.33331 -1.83981 -2.72999 0.892
C -0.63678 -2.45817 -3.94663 -0.823
C -1.67662 -3.37048 -3.99519 -0.274
C -2.38116 -3.63806 -2.83230 -0.762
C -2.01834 -2.96929 -1.67095 -0.229
N -1.02656 -2.08991 -1.61188 -0.076
H 2.23584 2.36982 1.24290 0.425
H 5.11589 4.36922 1.38053 0.402
H 6.85846 4.20087 -0.37864 0.354
H 6.55946 2.59909 -2.26096 0.367
H 4.50651 1.20503 -2.34463 0.428
H 1.28376 -0.61818 -3.59392 0.266
H -0.05040 -2.21865 -4.82370 0.372
H -1.92846 -3.86544 -4.92471 0.408
H -3.20306 -4.34081 -2.80960 0.366
H -2.55766 -3.13181 -0.74276 0.451
Cl -0.18457 1.26260 3.04456 -0.065
C -0.52374 0.69317 4.67578 -0.354
Cl -1.67251 -0.64912 4.74174 -0.157
H -0.94079 1.51319 5.24685 0.341
H 0.40379 0.33017 5.10125 0.267
N -2.31202 -1.15475 1.04264 -0.183
C -3.14994 -0.08154 0.87275 0.541
C -3.91144 0.44536 1.92474 -0.289
C -4.78408 1.49654 1.70757 -0.532
C -4.93896 2.05756 0.44709 -0.517
C -4.18856 1.53988 -0.60065 -0.614
C -3.30969 0.49214 -0.39823 -0.106
H -1.85332 -1.34729 1.92886 0.253
H -1.68056 -1.34357 0.27988 -0.092
H -3.81032 0.02150 2.91564 0.338
H -5.35381 1.88150 2.54622 0.354
H -5.62233 2.88178 0.28800 0.363
H -4.27776 1.96344 -1.59464 0.360
H -2.71804 0.11345 -1.22496 0.301
C 0.60216 -3.37048 1.97662 -0.746
O 0.18981 -2.09045 2.16699 -0.712
H -0.16478 -4.02254 1.49366 0.192
H 0.87678 -3.89588 2.92117 0.217
H 1.50759 -3.47372 1.32791 0.148

=====

52
Properties=species:S:1:pos:R:3:mulliken_spin:R:1 method="wB97M-V/def2-TZVPD" gap_ha="0.3125 / 0.2216" total_charge=+1 spin_multiplicity=3 homo_energy_ev="-10.9 / -11.3" lumo_energy_ev="-2.40 / -5.26" energy_ev=-35734.124
C 0.82542 1.68387 -0.05282 -0.026
C -0.22468 1.48769 -0.99557 0.348
C -1.46885 1.39402 -0.27684 -0.010
H -0.10792 1.49741 -2.05988 0.094
C -1.17743 1.63980 1.10422 0.268
C 0.23380 1.80547 1.23745 0.299
H 0.75289 2.11527 2.14950 -0.007
H 1.87177 1.83597 -0.28651 0.001
H -2.47112 1.34125 -0.70884 0.004
H -1.91918 1.78089 1.90175 0.001
Au -1.03775 -1.35475 -0.60673 0.288
C -1.15674 -2.88441 -4.10669 0.054
H -2.22948 -2.94011 -3.96137 -0.007
H -0.59477 -3.76958 -3.73001 0.009
H -0.95765 -2.86573 -5.18795 0.004
Si -0.32713 -1.35874 -3.36999 0.022
C 1.43802 -1.22463 -4.00766 0.043
C 2.10997 -0.02845 -3.71116 0.028
H 1.58311 0.81998 -3.25244 -0.004
C 3.47694 0.09422 -3.95010 -0.004
H 3.96109 1.03210 -3.69978 0.000
C 4.20296 -0.96002 -4.50457 0.012
H 5.28426 -0.84353 -4.66615 0.001
C 3.52046 -2.11493 -4.88442 0.002
H 4.06613 -2.89072 -5.38710 0.000
C 2.14426 -2.26288 -4.64892 0.013
H 1.59445 -3.15652 -4.94546 0.002
C -1.17637 0.16638 -4.04378 0.034
C -0.67151 0.87026 -5.14112 -0.004
H 0.26272 0.53755 -5.61600 0.001
C -1.30875 2.02560 -5.61738 -0.001
H -0.85118 2.58174 -6.43382 0.000
C -2.51358 2.47284 -5.06506 0.004
H -3.03784 3.33834 -5.46016 0.000
C -3.03345 1.71395 -4.00634 0.001
H -3.96398 2.02381 -3.56133 0.000
C -2.39184 0.59178 -3.50659 0.015
H -2.83564 0.05045 -2.67262 -0.010
H -1.50178 -1.85075 -2.13933 0.267
H 0.16400 -0.73083 -1.99827 0.195
N 1.09036 -1.52747 0.35120 0.031
C 0.95605 -2.29829 1.61132 0.001
C -0.22291 -1.78598 2.39308 0.018
N -1.41899 -1.79919 1.50284 0.038
H 1.64170 -2.00278 -0.36595 -0.004
H 1.51660 -0.61622 0.50272 -0.006
H 0.80572 -3.34318 1.34785 -0.001
H 1.86286 -2.18885 2.20557 0.002
H -0.40917 -2.43150 3.24426 0.003
H -0.07429 -0.76226 2.71996 -0.010
H -2.20183 -1.26368 1.88731 0.002
H -1.73952 -2.75874 1.38179 -0.010

=====

24
Properties=species:S:1:pos:R:3:mulliken_charge:R:1 method="wB97M-V/def2-TZVPD" gap_ha=0.4001 smiles=O.O.O.O.O.O.O.O total_charge=0 homo_energy_ev=-11.2 lumo_energy_ev=-0.35 energy_ev=-16637.885
O 1.01921 0.77086 0.93888 -0.669
H 1.22779 -0.09711 0.63838 0.321
H -0.00389 0.85256 0.90022 0.310
O -1.81440 -1.42325 2.62857 -0.562
H -1.58319 -2.37087 2.56899 0.307
H -1.43838 -1.05551 1.91982 0.239
O 5.21251 -0.21545 -1.54021 -0.636
H 4.53522 -0.31810 -2.22762 0.303
H 4.78566 0.39157 -0.96659 0.338
O -1.45481 -2.06775 -1.87574 -0.569
H -1.10238 -2.69493 -1.31369 0.279
H -1.34394 -1.23214 -1.44562 0.285
O -3.38551 0.41348 1.02974 -0.600
H -3.93849 0.44768 1.83091 0.309
H -3.59215 1.27959 0.48516 0.307
O 1.14390 -2.77927 -3.27976 -0.625
H 0.51582 -3.57296 -3.42904 0.321
H 1.51221 -2.86066 -2.38574 0.304
O -2.04292 3.98063 2.80837 -0.630
H -2.22655 3.23862 2.28655 0.299
H -2.88133 4.22252 3.35939 0.335
O 2.52816 1.57759 -0.71951 -0.589
H 1.66387 1.80498 -0.49584 0.321
H 2.66358 1.70792 -1.71561 0.303

=====

17
Properties=species:S:1:pos:R:3:mulliken_charge:R:1 method="wB97M-V/def2-TZVPD" gap_ha=0.2295 smiles="C=C1C=CN[C@]12OC([O-])=C(Br)S2" total_charge=-1 homo_energy_ev=-3.0 lumo_energy_ev=3.27 energy_ev=-93801.995
C -0.87610 0.35238 -1.77437 -0.825
C 0.26829 0.35569 -1.12402 0.751
C 1.56321 0.92907 -1.38422 -0.899
C 2.34995 0.60299 -0.31997 -0.402
N 1.72536 -0.19660 0.61496 -0.330
C 0.30763 -0.23483 0.30918 0.445
O -0.42262 -1.42719 0.39352 -0.368
C -1.62092 -1.41362 1.17580 0.395
O -2.28154 -2.40040 1.36962 -0.652
C -2.05443 -0.11187 1.48049 -0.217
Br -3.14643 0.10607 3.00938 -0.216
S -0.46720 0.98080 1.54519 -0.296
H -0.97329 0.78319 -2.84498 0.262
H -1.63166 -0.41347 -1.41313 0.255
H 1.80442 1.39623 -2.34250 0.351
H 3.41515 0.76815 -0.21291 0.408
H 2.04017 -0.07658 1.51795 0.338